No. 1
Density functional theory data (ωB97M-V with the def2-TZVPD basis set) for a molecular structure, C2H4LiO2Tl at a distorted geometry.

Calculated values
HOMO level (spin up / spin down) in eV: -6.14 / -6.13
DFT total energy in eV: -11128.2413
LUMO energy (spin up / spin down) in hartree: -0.028 / -0.032
Energy relative to the best compared isomer or geometry (same formula, charge and spin) in kJ/mol: 305.3

Element x y z (Å)
O1 -0.7766 1.3303 0.0447
H1 -0.9481 1.9078 -0.7042
C1 -0.4500 -0.0746 -0.4721
C2 -0.7668 -1.0571 0.5909
O2 0.4376 -1.5683 1.1642
H2 0.6324 -0.0040 -0.7163
H3 -1.0270 -0.2598 -1.3925
H4 -1.3818 -1.8755 0.1746
Tl1 3.4944 0.3805 -0.0004
Li1 0.7861 1.2207 1.3113

No. 2
Density functional theory data (ωB97M-V with the def2-TZVPD basis set) for 3 unconnected molecules or ions with the total composition C37H29BrF3I2NO9P at a distorted geometry.

Calculated values
HOMO level in eV: -5.51
Charge: -1
DFT total energy in eV: -162446.2409
LUMO energy in hartree: 0.016

Element x y z (Å)
C1 3.3837 -0.6409 -1.1784
C2 3.2417 0.0631 -2.5273
O1 2.6152 -0.4749 -3.3680
N1 3.9409 1.3016 -2.6643
C3 4.8198 1.2958 -3.8478
P1 2.9071 2.7715 -2.5349
I1 1.8092 2.5437 -4.7945
C4 3.7830 3.1097 -0.7900
C5 4.9063 4.0794 -0.9527
O2 4.8191 5.1916 -1.1896
Br1 6.7525 3.3071 -0.7877
O3 2.0388 4.2776 -2.2697
C6 0.8414 4.1328 -1.6383
I2 0.7770 5.3023 0.1962
C7 0.4740 2.6210 -1.5744
C8 -0.2777 2.0986 -0.3631
O4 -1.4083 1.2362 -0.6538
C9 -2.4001 1.8052 -1.3149
F1 -3.5595 1.3437 -0.7900
F2 -2.4351 1.4868 -2.5835
F3 -2.4479 3.1152 -1.2144
O5 1.6489 1.8911 -1.7962
H1 2.4215 -1.0078 -0.8192
H2 4.0370 -1.5137 -1.2797
H3 3.8363 0.0060 -0.4237
H4 5.8523 1.1827 -3.4844
H5 4.6206 0.4054 -4.4499
H6 4.7924 2.2204 -4.4240
H7 3.9214 3.6266 -3.0565
H8 4.2419 2.1732 -0.4813
H9 3.0843 3.4174 -0.0085
H10 0.1247 4.6441 -2.2834
H11 -0.0987 2.4879 -2.5082
H12 0.4249 1.4797 0.1934
H13 -0.5859 2.8803 0.3302
C10 -3.8512 2.1061 2.8376
C11 -4.6003 1.8291 3.9775
C12 -3.9676 1.4595 5.1530
C13 -2.5824 1.3538 5.1922
C14 -1.8331 1.6098 4.0420
C15 -2.4716 1.9963 2.8700
C16 -0.3532 1.4555 4.0488
O6 0.2962 1.6814 3.0506
C17 0.3089 1.0089 5.3042
C18 1.6833 0.8050 5.3141
C19 2.3139 0.4021 6.4791
C20 1.5751 0.2095 7.6428
C21 0.2044 0.4064 7.6368
C22 -0.4351 0.7976 6.4666
C23 -1.9134 0.9724 6.4652
O7 -2.5599 0.8016 7.4802
H14 -4.3463 2.4031 1.9216
H15 -5.6800 1.9038 3.9473
H16 -4.5501 1.2490 6.0400
H17 -1.8900 2.2064 1.9826
H18 2.2587 0.9579 4.4105
H19 3.3841 0.2390 6.4836
H20 2.0712 -0.0989 8.5545
H21 -0.3702 0.2522 8.5404
C24 -3.5663 -1.5068 -0.7438
C25 -4.3868 -2.5893 -0.4305
C26 -4.1057 -3.8496 -0.9320
C27 -3.0067 -4.0359 -1.7616
C28 -2.1977 -2.9477 -2.0950
C29 -2.4736 -1.6893 -1.5765
C30 -1.0438 -3.1123 -3.0195
O8 -0.3401 -2.1708 -3.3071
C31 -0.7792 -4.4618 -3.5908
C32 0.2603 -4.6234 -4.4984
C33 0.5262 -5.8750 -5.0280
C34 -0.2401 -6.9730 -4.6462
C35 -1.2802 -6.8156 -3.7459
C36 -1.5598 -5.5586 -3.2217
C37 -2.7023 -5.3959 -2.2806
O9 -3.3739 -6.3545 -1.9487
H22 -3.7865 -0.5284 -0.3428
H23 -5.2481 -2.4461 0.2105
H24 -4.7420 -4.6884 -0.6821
H25 -1.8354 -0.8568 -1.8285
H26 0.8581 -3.7696 -4.7918
H27 1.3335 -5.9986 -5.7388
H28 -0.0258 -7.9522 -5.0564
H29 -1.8784 -7.6681 -3.4526